[1]
Entry from the Open Molecules 2025 dataset: a cluster of 2 separate species, C3H11NOS2 in total in a non-equilibrium geometry (ωB97M-V with the def2-TZVPD basis set).

Atoms and positions in Å:
1 S 0.68218 2.15819 2.21613
2 S 0.57138 0.08100 1.91303
3 C -1.11542 -0.00838 1.14978
4 C -1.09142 0.18587 -0.39462
5 C -0.21352 -0.91799 -1.04503
6 N -1.13283 -1.64003 -1.96363
7 H -0.01318 2.62323 1.15136
8 H -1.82783 0.54282 1.75841
9 H -1.40360 -1.06169 1.29539
10 H -0.68721 1.18450 -0.61664
11 H -2.15343 0.19878 -0.61731
12 H -0.05047 -1.63119 -0.23778
13 H 0.72173 -0.54016 -1.46372
14 H -0.58782 -2.30779 -2.50474
15 H -1.53321 -1.01071 -2.65158
16 H 3.28411 0.37842 1.42393
17 H 3.13039 0.73610 -0.13086
18 O 3.42014 1.02902 0.71787

For the HOMO-LUMO gap, the calculation gives 8.84 eV. For the LUMO energy, the calculation gives 0.47 eV. The energy above the lowest of the compared OMol25 structures with the same formula, charge and spin is 20.50 kcal/mol. Its total charge is 0. As for the structure (SMILES): NCCCSS.O.

[2]
Entry from the Open Molecules 2025 dataset: a cluster of 2 separate species, C3H11NOS2 in total in a non-equilibrium geometry (ωB97M-V with the def2-TZVPD basis set).

Atoms and positions in Å:
1 N -0.01013 3.34457 -0.14160
2 C 0.34201 2.23206 0.64389
3 O -0.61118 1.88861 1.66158
4 H -0.90955 3.17819 -0.61316
5 H -0.11192 4.15606 0.48371
6 H 0.59243 1.43040 -0.10919
7 H 1.27487 2.49273 1.08229
8 H -0.41876 1.01078 1.97583
9 C -1.86215 -2.00794 -0.44691
10 S -0.67120 -1.43922 0.82682
11 S 0.89646 -2.70597 0.60858
12 C 1.77395 -1.93871 -0.78102
13 H -1.90759 -1.20213 -1.24611
14 H -1.46568 -2.90359 -0.86672
15 H -2.77097 -2.19967 0.06842
16 H 2.03252 -0.89506 -0.57938
17 H 2.71743 -2.45160 -0.89389
18 H 1.10946 -1.98952 -1.67316

For the HOMO-LUMO gap, the calculation gives 9.78 eV. For the LUMO energy, the calculation gives 0.73 eV. The energy above the lowest of the compared OMol25 structures with the same formula, charge and spin is 12.69 kcal/mol. Its total charge is 0. As for the structure (SMILES): CSSC.NCO.

[3]
Entry from the Open Molecules 2025 dataset: a structure of composition C3H11NOSi3 in a non-equilibrium geometry (ωB97M-V with the def2-TZVPD basis set).

Atoms and positions in Å:
1 C 0.85664 -0.84781 -0.77442
2 C 0.02325 0.45902 -1.17586
3 C -0.26620 0.42760 0.34971
4 N 0.39628 -0.83969 0.48795
5 O 1.62637 -1.56453 -1.37090
6 Si -1.06882 0.29776 -2.60984
7 Si 0.31468 1.82298 1.51606
8 Si 0.48018 -1.97446 1.78116
9 H 0.68706 1.35429 -1.54115
10 H -1.31378 0.26937 0.59291
11 H -0.54983 -0.32561 -3.72553
12 H -1.73290 1.57794 -2.87463
13 H -2.21134 -0.65147 -2.30104
14 H 0.22797 1.27696 3.04647
15 H -0.60254 3.14813 1.46661
16 H 1.72701 2.19682 0.93442
17 H 1.32090 -3.03000 1.22748
18 H -0.92748 -2.31444 1.84555
19 H 1.01256 -1.28285 3.12505

For the HOMO-LUMO gap, the calculation gives 10.30 eV. For the LUMO energy, the calculation gives 0.68 eV. The energy above the lowest of the compared OMol25 structures with the same formula, charge and spin is 29.74 kcal/mol. Its total charge is 0.

[4]
Entry from the Open Molecules 2025 dataset: a cluster of 2 separate species, C3H11NP in total in a non-equilibrium geometry (ωB97M-V with the def2-TZVPD basis set).

Atoms and positions in Å:
1 C 0.19071 1.57071 0.14197
2 C 0.41096 -0.41889 -1.26129
3 C 0.68807 -0.62995 1.08588
4 N -0.02738 0.12222 0.07840
5 P -1.91634 0.02940 0.04217
6 H 0.10525 2.15445 1.12496
7 H 1.30842 1.88513 -0.01961
8 H -0.42715 1.99342 -0.58305
9 H 0.33316 -1.54005 -1.37478
10 H -0.11685 -0.09183 -2.05567
11 H 1.36429 0.11685 -1.46570
12 H 0.65474 -1.59949 0.81290
13 H 1.70265 -0.24168 0.99494
14 H 0.19102 -0.52265 2.03627
15 H -2.46846 -3.07877 -0.97882
16 H -1.99309 0.25114 1.42144

For the HOMO-LUMO gap (spin up / spin down), the calculation gives 8.32 / 10.15 eV. For the LUMO energy (spin up / spin down), the calculation gives -6.15 / -3.81 eV. The energy above the lowest of the compared OMol25 structures with the same formula, charge and spin is 168.61 kcal/mol. Its total charge is +1.

[5]
Entry from the Open Molecules 2025 dataset: a cluster of 2 separate species, C3H11NS in total in a non-equilibrium geometry (ωB97M-V with the def2-TZVPD basis set).

Atoms and positions in Å:
1 C -2.93049 1.24003 -1.21375
2 S -2.09381 -0.00230 -0.07212
3 H -3.51726 0.84274 -2.02632
4 H -3.75783 1.61611 -0.55695
5 H -2.26288 2.06053 -1.57691
6 C 2.35794 0.66456 -0.08474
7 C 2.45406 -0.80582 0.11240
8 N 2.26669 -1.22322 1.53126
9 H 2.26862 0.73448 -1.23331
10 H 1.62686 1.32140 0.32853
11 H 3.33986 1.22514 0.28272
12 H 1.80712 -1.34760 -0.50108
13 H 3.50726 -1.08938 -0.25316
14 H 2.83653 -2.09660 1.56791
15 H 1.33717 -1.57905 1.63979
16 H -0.84030 0.31902 -0.11956

For the HOMO-LUMO gap, the calculation gives 10.02 eV. For the LUMO energy, the calculation gives 0.88 eV. The energy above the lowest of the compared OMol25 structures with the same formula, charge and spin is 31.77 kcal/mol. Its total charge is 0. As for the structure (SMILES): CCN.CS.

[6]
Entry from the Open Molecules 2025 dataset: a cluster of 2 separate species, C3H11NS2 in total in a non-equilibrium geometry (ωB97M-V with the def2-TZVPD basis set).

Atoms and positions in Å:
1 C -1.11898 -1.53844 -0.51521
2 C -0.02291 -1.19596 0.47750
3 N 0.45106 0.17641 0.46325
4 C 1.51525 0.45437 1.42100
5 H -1.43371 -2.58574 -0.47286
6 H -0.75822 -1.31273 -1.56012
7 H -1.97127 -0.85609 -0.32938
8 H 0.86308 -1.80595 0.22170
9 H -0.34803 -1.55329 1.47926
10 H -0.34428 0.78634 0.65599
11 H 1.93136 1.46462 1.34391
12 H 1.16604 0.23805 2.44180
13 H 2.26790 -0.30121 1.18470
14 S 0.19080 1.66002 -2.51781
15 S -1.59656 2.12206 -1.56376
16 H 0.42920 0.84848 -1.45358
17 H -1.22075 3.39905 -1.27640

The spin multiplicity is 2. Its expectation value of S² is 0.753. For the HOMO-LUMO gap (spin up / spin down), the calculation gives 2.95 / 7.63 eV. For the LUMO energy (spin up / spin down), the calculation gives 3.45 / 3.47 eV. The energy above the lowest of the compared OMol25 structures with the same formula, charge and spin is 18.03 kcal/mol. Its total charge is -1.

[7]
Entry from the Open Molecules 2025 dataset: a cluster of 2 separate species, C3H11NS2 in total in a non-equilibrium geometry (ωB97M-V with the def2-TZVPD basis set).

Atoms and positions in Å:
1 C 1.78409 -1.55656 1.35845
2 S 0.70954 -2.77331 0.54432
3 S 0.56444 -2.01075 -1.30247
4 H 1.32702 -0.55484 1.29334
5 H 1.90797 -1.73052 2.42365
6 H 2.74390 -1.49176 0.95262
7 H 0.44570 -0.64922 -1.22222
8 C -0.81098 1.46947 -1.60162
9 N -0.28413 1.03130 -0.21445
10 C -1.28169 0.63281 0.75274
11 H 0.06418 1.78148 -2.22086
12 H -1.57540 2.16734 -1.69346
13 H -1.18928 0.55757 -2.04047
14 H 0.23161 1.76070 0.17441
15 H -0.79348 0.11414 1.62124
16 H -1.99214 1.44481 0.90808
17 H -1.85135 -0.19265 0.26670

For the HOMO-LUMO gap, the calculation gives 8.74 eV. For the LUMO energy, the calculation gives 0.81 eV. The energy above the lowest of the compared OMol25 structures with the same formula, charge and spin is 26.58 kcal/mol. Its total charge is 0. As for the structure (SMILES): CNC.CSS.

[8]
Entry from the Open Molecules 2025 dataset: a cluster of 2 separate species, C3H11NSi in total in a non-equilibrium geometry (ωB97M-V with the def2-TZVPD basis set).

Atoms and positions in Å:
1 C 3.37099 0.04695 -0.03243
2 C -2.17580 1.14040 0.18413
3 C -0.93994 -1.68162 0.27338
4 N 0.59026 0.81067 0.16293
5 Si -0.73482 0.03843 -0.50560
6 H 3.12671 -0.81600 -0.61244
7 H 3.62853 0.96093 -0.52076
8 H 3.38234 -0.01519 1.03327
9 H -2.10219 1.21776 1.26003
10 H -2.11074 2.13115 -0.24736
11 H -3.12469 0.69495 -0.08590
12 H -0.34769 -1.76299 1.17846
13 H -1.97535 -1.88016 0.53417
14 H -0.61274 -2.45712 -0.41099
15 H 0.99953 1.63159 -0.25308
16 H -0.97440 -0.05974 -1.95781

For the HOMO-LUMO gap (spin up / spin down), the calculation gives 9.95 / 7.73 eV. For the LUMO energy (spin up / spin down), the calculation gives 0.14 / -1.09 eV. The energy above the lowest of the compared OMol25 structures with the same formula, charge and spin is 74.57 kcal/mol. Its total charge is 0.

- The highest total charge belongs to which entry?
  C3H11NP